No. 1
Formula: C3H5N3
Source: the OMol25 dataset
Level of theory: wB97M-V/def2-TZVPD

Values from the calculation:
E_tot	-281.5575	a.u.
HOMO level	-9.57	eV
structure (SMILES)	[H]/N=C(\C#N)NC

CARTESIAN COORDINATES (ANGSTROEM)
H -2.50074 1.38109 -0.13588
N -1.53243 1.51642 0.13223
C -0.82873 0.45632 0.01729
C -1.34185 -0.80548 -0.52728
N -1.80335 -1.76695 -0.97661
N 0.46148 0.44763 0.45811
C 1.52017 -0.47586 0.10875
H 0.72072 1.37464 0.76660
H 1.10140 -1.45567 -0.13429
H 2.11627 -0.13037 -0.74587
H 2.18503 -0.59993 0.96905



No. 2
Formula: C20H26ClN3O2S
Source: the OMol25 dataset
Level of theory: wB97M-V/def2-TZVPD

Values from the calculation:
E_tot	-1950.2538	a.u.
HOMO level	-8.30	eV
structure (SMILES)	CCCCOc1ccc(Cc2c(Cl)nc(SC)nc2N2CCOCC2)cc1

CARTESIAN COORDINATES (ANGSTROEM)
C -5.90674 -0.21819 -3.95528
C -6.00223 -0.87824 -2.67987
C -5.30841 0.01620 -1.59696
C -5.61667 -0.75685 -0.22654
O -5.04992 -0.16677 0.69553
C -3.78601 -0.14495 1.09608
C -3.32259 0.63010 2.23061
C -1.91101 0.78268 2.24365
C -1.04777 -0.01635 1.56872
C 0.49082 0.05289 2.07725
C 1.39292 -0.50050 0.82754
C 1.72450 -1.84473 0.97605
Cl 0.98524 -2.88694 1.96624
N 2.74443 -2.43133 0.06848
C 3.27108 -1.41056 -0.65110
S 4.53395 -2.01385 -1.77471
C 5.11034 -0.19541 -2.54724
N 3.12519 0.03522 -0.82690
C 2.01687 0.42820 0.15291
N 1.76020 1.71506 -0.13000
C 0.36853 2.41301 0.11763
C 0.50830 3.73406 0.82028
O 1.48862 4.69081 -0.25818
C 2.85351 3.95396 -0.06710
C 2.78340 2.72717 -0.78267
C -1.45496 -0.89732 0.64703
C -2.90160 -0.66441 0.36085
H -6.42846 -0.74832 -4.86272
H -6.34482 0.83160 -4.09688
H -4.71147 -0.09505 -4.38268
H -7.19628 -0.84852 -2.56221
H -5.88470 -1.81845 -2.64711
H -5.78783 0.83074 -1.49303
H -4.26711 -0.14392 -1.74418
H -6.84294 -0.67444 -0.02533
H -5.15599 -1.82533 -0.21612
H -3.97698 1.23590 2.63513
H -1.62310 1.35659 3.18924
H 0.67674 -0.79249 3.04896
H 0.62126 1.03696 2.61343
H 4.22086 0.07937 -3.19084
H 5.78449 -0.64795 -3.08580
H 5.50705 0.30090 -1.83342
H -0.24905 1.79517 0.50868
H 0.14383 2.34566 -1.10155
H -0.42358 4.16843 0.48233
H 0.90430 3.59237 1.71771
H 3.41901 4.44238 -0.60523
H 3.16799 3.91939 0.91606
H 3.65311 2.06978 -0.60906
H 2.47553 2.64905 -1.72711
H -0.80350 -1.67014 -0.01681
H -3.28510 -1.41881 -0.55000



No. 3
Formula: C29H67F5O13
Source: the OMol25 dataset
Level of theory: wB97M-V/def2-TZVPD

Values from the calculation:
E_tot	-2622.4099	a.u.
HOMO level	-9.78	eV
structure (SMILES)	O=C1C=C(CCCC(F)(F)C(F)(F)F)C(=O)O1.CCO.CCO.CCO.CCO.CCO.CCO.CCO.CCO.CCO.CCO

CARTESIAN COORDINATES (ANGSTROEM)
O 2.59956 -1.99240 -0.40118
C 2.03287 -0.93794 -0.00559
C 1.08808 -0.13990 -1.00313
C 0.41071 0.77561 -0.13776
C -0.68920 1.75239 -0.74741
C -1.98097 1.98331 0.17587
C -2.58909 0.65874 0.84847
C -3.77307 -0.03368 0.03246
F -4.74931 0.88727 -0.48089
F -4.49805 -0.84436 0.99353
C -3.29011 -1.06829 -1.11651
F -4.04762 -0.80369 -2.28409
F -3.65052 -2.40466 -0.71782
F -1.90402 -1.04630 -1.37635
C 0.93242 0.55251 1.34761
O 0.39872 1.05196 2.36984
O 2.08017 -0.33785 1.29934
H 0.97175 -0.29083 -2.13341
H -0.93675 1.43965 -1.83226
H -0.17651 2.78672 -0.85308
H -1.80967 2.79820 0.97925
H -2.79428 2.43401 -0.51775
H -1.82765 -0.15431 1.10413
H -3.04919 0.98993 1.86341
C -0.56133 -4.48767 2.50205
C -0.23038 -3.46746 1.43148
O -0.40696 -2.14866 1.93849
H -1.59198 -4.36338 2.84461
H -0.43527 -5.50515 2.12404
H 0.08355 -4.35471 3.37584
H -0.89077 -3.58940 0.56984
H 0.80437 -3.57837 1.09198
H 0.18665 -2.04478 2.69511
C -0.59494 3.47171 -5.60425
C -0.72042 2.76060 -4.27182
O 0.12250 3.37630 -3.30430
H 0.44002 3.44861 -5.95520
H -1.23354 3.00469 -6.35780
H -0.87603 4.52465 -5.50874
H -0.41810 1.71503 -4.36682
H -1.75301 2.79017 -3.90864
H -0.15630 4.29812 -3.21916
C 5.83021 -2.88907 2.40709
C 6.35118 -3.54485 1.14384
O 5.33527 -4.34493 0.55157
H 5.49810 -3.64559 3.12295
H 6.60326 -2.27509 2.87569
H 4.96487 -2.25708 2.18625
H 7.20106 -4.19179 1.37165
H 6.67449 -2.79238 0.41763
H 4.58874 -3.76258 0.34458
C 2.97203 -4.75797 -3.27238
C 3.14427 -3.69114 -4.33403
O 2.06492 -2.76603 -4.27789
H 2.02764 -5.29071 -3.41228
H 3.79209 -5.47868 -3.30654
H 2.93954 -4.30856 -2.27530
H 3.15421 -4.13964 -5.32979
H 4.08266 -3.14574 -4.19175
H 2.06965 -2.36800 -3.39643
C 3.08799 -7.46830 -1.25821
C 3.44740 -7.95818 0.12963
O 4.84496 -7.82500 0.34688
H 3.63138 -8.03576 -2.01863
H 2.01514 -7.56878 -1.44227
H 3.36932 -6.42023 -1.38160
H 3.18541 -9.01255 0.24305
H 2.91585 -7.38581 0.89699
H 5.06621 -6.88559 0.25309
C -4.45740 -5.51843 2.42482
C -5.58789 -4.50938 2.47071
O -5.08184 -3.19557 2.27580
H -3.71382 -5.29637 3.19479
H -4.83280 -6.53322 2.57904
H -3.94090 -5.47723 1.46111
H -6.08685 -4.53857 3.44191
H -6.33070 -4.71908 1.69420
H -4.64958 -3.17394 1.41095
C 4.21646 3.31703 -0.04055
C 3.24597 4.47448 -0.16555
O 2.05744 4.19811 0.56757
H 3.76335 2.39435 -0.41404
H 5.13236 3.51320 -0.60302
H 4.47785 3.14244 1.00755
H 2.97102 4.63114 -1.21063
H 3.68814 5.39909 0.21715
H 2.30796 4.06935 1.49236
C -5.68373 2.95996 4.34920
C -4.99473 1.73482 3.78178
O -3.78930 2.11133 3.12080
H -5.91185 3.67499 3.55523
H -6.61308 2.68556 4.85467
H -5.03276 3.47386 5.06365
H -5.63834 1.23696 3.05330
H -4.75220 1.01940 4.57384
H -3.22087 2.54309 3.77327
C 5.13809 5.61683 -4.39747
C 5.41694 6.74197 -3.42064
O 5.58295 6.22216 -2.10685
H 4.23774 5.06961 -4.10547
H 5.00288 6.00361 -5.41045
H 5.96140 4.89637 -4.40320
H 4.58330 7.44717 -3.40185
H 6.32403 7.28687 -3.70054
H 6.32744 5.60611 -2.12893
C -6.95697 7.74264 3.00209
C -6.42974 6.43437 2.44704
O -6.86562 5.34642 3.25448
H -6.61261 7.89007 4.02903
H -6.62444 8.58723 2.39378
H -8.05062 7.73843 3.02993
H -5.33755 6.43423 2.44134
H -6.78065 6.27483 1.42266
H -7.83264 5.34742 3.24792